Here is a 2-piece molecular cluster, C3H12N4O2 overall in a non-equilibrium geometry from the Open Molecules 2025 dataset. Energies are from ωB97M-V/def2-TZVPD.

Structure (XYZ):
```
21
Properties=species:S:1:pos:R:3:forces:R:3:nbo_charge:R:1
H -1.0512 -1.1869 1.8208 0.3 0.8 -2.6 0.363
C 0.8665 1.3038 0.3448 -2.3 0.8 2.2 -0.195
H 0.6086 -1.4557 -2.8926 0.7 0.4 -0.1 0.340
H -0.8969 -0.2919 2.9543 0.9 2.8 0.1 0.370
N -0.6226 0.7979 0.9563 1.7 -1.6 -1.1 -0.454
N 0.8330 -0.6912 -2.2500 -0.8 -0.1 0.8 -0.515
H 0.7834 2.3229 0.7311 0.4 0.1 -0.1 0.181
O 0.0012 -1.0756 -1.1417 -2.0 1.1 1.1 -0.528
C -1.3870 -0.2439 -0.9670 1.9 -0.8 -6.9 0.899
H 2.9697 1.3350 0.5954 -0.2 -0.1 -0.1 0.225
C 2.1298 0.6868 0.8767 -0.1 -0.3 0.2 -0.637
H -2.3459 -2.1243 -1.2315 0.7 0.1 0.4 0.415
H -1.2622 1.5858 0.8645 0.0 -0.6 0.7 0.378
N -0.8917 -0.1812 1.9407 -0.5 -1.3 0.6 -0.739
H 2.3110 -0.3114 0.4785 0.0 0.0 0.1 0.212
N -2.3559 -1.2181 -0.7946 -1.0 0.6 3.1 -0.914
H 1.7519 -0.8444 -1.8264 -0.1 -0.1 -0.6 0.337
H 2.1430 0.6412 1.9696 -0.2 -0.1 -0.1 0.217
H -2.8102 -1.1024 0.1064 -0.3 -0.7 -0.4 0.389
O -1.6024 0.6310 -1.7998 1.3 -0.1 2.9 -0.577
H 0.8281 1.4227 -0.7354 -0.5 -0.8 -0.1 0.234
```
Positions in Å, forces in eV/Å.

E in Ha: -490.77877
HOMO-LUMO gap in eV: 9.49
Energy relative to the best compared isomer or geometry (same formula, charge and spin) in kcal/mol: 124.7
Lowest unoccupied orbital energy in eV: 0.79
HOMO in Eh: -0.3198
M in g mol⁻¹: 136.2



Here is an isolated ion of composition C4H11N2O and charge +2 in a non-equilibrium geometry from the Open Molecules 2025 dataset. Energies are from ωB97M-V/def2-TZVPD.

Structure (XYZ):
```
18
Properties=species:S:1:pos:R:3:forces:R:3:nbo_charge:R:1
C 0.6256 -0.6621 0.7187 -0.9 1.6 1.7 0.583
O 0.3780 -0.7111 1.9231 0.3 -0.4 -0.9 -0.311
H -0.6614 -0.2447 -0.8832 -0.3 0.2 0.1 0.284
N 1.5791 -1.4990 0.2244 0.2 -1.4 -1.1 -0.150
H 1.7824 -2.3047 0.8308 0.2 0.2 0.3 0.473
H -2.6441 1.1571 -0.7976 0.7 -0.2 -0.1 0.261
H -0.9818 0.8803 1.5826 0.1 -0.2 0.0 0.473
H 3.1032 -1.9663 -1.1135 -0.2 -0.5 0.1 0.305
C -2.3692 1.4457 0.2153 -2.1 0.3 -0.3 -0.463
H -3.0431 0.9194 0.8893 0.3 -0.4 0.1 0.262
C -0.0832 0.3530 -0.1709 0.5 -1.1 -1.0 -0.335
N -0.9472 1.2415 0.6179 0.0 0.4 1.0 -0.504
H 1.4374 -2.1370 -1.7604 -0.1 0.2 -0.3 0.317
H -0.5210 2.1632 0.7497 0.2 0.0 -0.3 0.467
C 2.1032 -1.5238 -1.1426 1.1 0.7 1.4 -0.483
H 0.6331 0.8893 -0.7927 -0.1 0.3 0.2 0.283
H 2.3003 -0.4847 -1.4036 -0.6 0.0 -0.7 0.262
H -2.6912 2.4840 0.3130 0.7 0.1 0.1 0.276
```
Positions in Å, forces in eV/Å.

E in Ha: -343.01069
HOMO-LUMO gap (alpha / beta) in eV: 13.10 / 7.76
Energy relative to the best compared isomer or geometry (same formula, charge and spin) in kcal/mol: 26.2
Net charge: +2
Lowest unoccupied orbital energy (alpha / beta) in eV: -8.48 / -13.50
Multiplicity: 2
HOMO (alpha / beta) in Eh: -0.7931 / -0.7814
M in g mol⁻¹: 103.1



Here is a 3-piece molecular cluster, CH3Cl2N3O overall in a non-equilibrium geometry from the Open Molecules 2025 dataset. Energies are from ωB97M-V/def2-TZVPD.

Structure (XYZ):
```
10
Properties=species:S:1:pos:R:3:forces:R:3:nbo_charge:R:1
N -1.2959 -1.1859 -0.4603 -4.4 -0.1 1.0 -0.820
Cl 2.4977 0.3407 0.5676 0.7 0.3 0.0 0.087
Cl -0.3418 2.9493 -0.6120 0.7 -0.8 0.0 -0.297
N 0.1703 0.7102 1.2881 -1.1 -0.9 0.5 -0.326
C -0.2391 -1.4663 -0.9098 0.3 -0.4 -0.6 0.867
H -0.8302 0.3000 1.4526 2.0 0.4 -0.3 0.381
N 0.9149 -0.2085 1.0008 -1.2 0.0 0.7 -0.119
H -2.1339 -1.7354 -0.7362 1.0 0.8 0.4 0.427
H 0.4554 1.9376 -0.2690 -0.8 1.3 -0.3 0.276
O 0.8025 -1.6416 -1.3216 2.8 -0.6 -1.2 -0.477
```
Positions in Å, forces in eV/Å.

E in Ha: -1199.71889
HOMO-LUMO gap in eV: 10.36
Energy relative to the best compared isomer or geometry (same formula, charge and spin) in kcal/mol: 7.9
Lowest unoccupied orbital energy in eV: -0.06
HOMO in Eh: -0.3829
M in g mol⁻¹: 144.0



Here is C30H34F3IrN6O8S2 as an isolated structure in a non-equilibrium geometry from the Open Molecules 2025 dataset. Energies are from ωB97M-V/def2-TZVPD.

Structure (XYZ):
```
84
Properties=species:S:1:pos:R:3:forces:R:3:mulliken_charge:R:1
C -2.3233 2.0835 -2.5490 0.3 0.3 0.4 -0.837
H -3.5486 1.3736 -4.1550 -0.1 -0.1 0.0 0.454
S 4.3958 0.4287 -0.1604 0.5 -0.2 -0.1 1.311
H 4.3487 0.4571 5.1501 0.0 0.0 0.0 0.434
C 0.8557 -1.7441 -1.9876 -0.2 -0.1 -0.3 -1.835
C -1.9656 -5.1081 -1.5040 0.0 0.1 0.0 0.460
C -2.7626 -2.9141 -2.1060 0.0 -0.2 -0.1 -0.288
H -0.3195 -2.2496 -3.6944 0.0 0.0 0.1 0.664
F 6.8073 -0.5187 -0.6657 0.0 0.0 0.1 -0.223
O 2.1205 3.1827 -0.8815 -1.3 -1.7 0.3 -0.410
C 4.1426 4.4197 -1.3287 -0.1 -0.2 -0.2 -1.275
Ir 0.6783 1.9110 0.3607 -0.1 0.9 2.3 3.001
H -4.2347 0.5827 0.0160 -0.1 0.0 0.0 0.195
H -0.1709 -1.1551 1.4740 0.0 0.0 0.1 0.131
H 2.6395 4.8628 0.1554 -0.1 0.0 0.0 0.476
O 4.1340 -0.8802 0.4008 -0.2 0.2 -0.1 -0.691
H -1.1168 -1.9572 0.2088 0.0 0.0 0.1 0.012
O -0.6292 0.9739 1.9985 0.9 0.5 -1.1 -1.092
N -2.8322 1.5494 2.0560 0.3 -0.1 0.2 0.354
H -1.3237 -2.4326 1.9129 0.0 0.0 0.0 0.391
C 2.0699 2.6927 2.9898 0.0 0.1 0.1 1.029
H -3.8618 -1.6012 2.1132 0.0 0.0 0.0 0.284
H -3.1524 -1.9427 -1.8225 0.1 0.0 0.0 0.530
O -0.9205 2.5705 -0.6969 -0.1 0.6 -0.1 -0.700
F 6.2810 1.2585 -1.7883 0.0 0.0 0.0 -0.228
H -4.8406 2.0330 1.9228 0.0 0.0 0.0 0.458
C -4.4673 0.1270 0.9822 0.0 0.1 -0.1 -0.822
H -4.4920 0.7218 3.0523 0.0 0.1 0.0 0.241
C 3.2697 0.6769 3.3473 0.1 0.0 -0.1 -0.379
S 0.9913 3.5942 1.9917 -0.2 -0.1 -0.3 -0.726
H 2.5702 2.3400 -1.1551 0.5 0.1 -0.2 0.430
H -2.6751 3.0365 3.5472 0.0 0.0 0.0 0.345
H -2.0689 -4.7304 -4.8708 0.0 0.0 0.0 0.426
H -0.9277 -6.5056 1.2324 0.0 0.0 0.0 0.308
C 5.8085 0.1079 -1.2880 0.0 0.0 -0.2 0.366
H -1.4766 3.1186 2.2498 0.0 0.0 0.0 -0.091
H -3.5674 -1.7272 0.3777 0.0 0.0 0.0 -0.079
C -1.0072 -0.4335 -2.7511 -0.7 0.3 -0.1 0.637
C -2.1651 -4.4951 -3.8181 0.0 0.1 0.0 -0.058
N -2.8682 -1.0264 -4.3109 1.1 -0.3 -2.6 -0.400
C -2.5141 2.9061 2.4739 0.0 0.0 0.0 -0.633
H -1.5397 -6.4295 -3.1258 0.0 0.0 0.0 0.440
C -2.7436 1.1471 -3.4680 0.2 -1.1 -0.2 -0.423
C -1.3051 1.7738 -1.6416 -0.4 0.1 -0.2 0.992
C -1.3953 -5.6655 0.7279 -0.1 -0.1 -0.1 -0.636
C -0.6491 0.5056 -1.7768 0.1 0.0 0.0 0.059
H 3.7429 2.7598 5.9415 0.0 0.0 0.0 0.399
H 4.9183 5.0385 -0.8755 0.0 0.0 0.0 0.389
H -5.5060 -0.2011 0.9703 0.0 0.0 0.0 0.486
H 2.2639 4.1686 4.5108 0.0 0.0 0.0 0.425
H 3.6523 4.9876 -2.1206 0.0 0.0 0.0 0.331
N 0.3700 0.2992 -0.8992 0.4 -0.1 -0.5 -0.371
C -1.8693 -5.4339 -2.8559 0.0 -0.1 0.0 -0.638
N 2.4677 1.4691 2.6069 -0.2 0.1 -0.3 0.147
H -2.3548 -5.4525 1.2062 0.0 0.0 0.0 0.308
H 3.5237 -0.2629 2.8785 0.0 0.0 0.0 0.530
H 1.5117 -2.5996 -2.0704 0.0 0.0 0.0 0.680
H -2.6356 -3.6344 -0.0921 0.0 0.0 0.0 0.431
H -0.7474 -4.7883 0.8020 0.0 0.0 0.0 0.190
H -2.7702 3.0686 -2.5126 0.0 0.0 0.0 0.502
C 3.1435 4.0021 -0.2729 0.2 0.3 0.2 -0.104
C -0.1712 -1.5522 -2.8822 0.4 -0.2 0.1 -0.534
H -3.1478 3.6047 1.9272 0.0 0.0 0.0 0.371
C -2.4671 -3.8628 -1.1348 -0.2 -0.1 -0.1 0.219
C -1.8385 0.6628 1.8274 -0.7 -0.2 -0.6 0.251
H 3.6444 3.4522 0.5224 -0.1 -0.1 0.0 0.106
C 1.0829 -0.8139 -0.9726 0.0 0.3 0.2 -0.079
H 1.8663 -0.9516 -0.2381 0.1 0.1 0.0 0.665
C -3.5427 -1.0431 1.2251 0.0 0.0 0.0 -0.088
C 3.3689 2.3889 4.9965 0.0 0.0 0.0 -0.176
C 3.7227 1.1079 4.5587 0.0 0.0 0.1 -0.918
C -4.2300 1.1445 2.0757 0.0 0.0 -0.1 -0.764
N -2.1713 -0.5830 1.3956 0.2 0.1 0.2 0.533
N -2.6230 -2.2679 -4.4962 -2.6 0.1 0.3 -0.788
O 2.0926 0.9744 1.4135 0.4 -0.3 0.2 -0.498
C -2.1937 -0.1546 -3.5442 0.2 0.7 1.9 -0.163
C -1.1356 -1.5922 1.2385 0.0 0.1 0.0 -0.680
C -2.5473 -3.1921 -3.4619 1.4 0.1 0.6 -0.811
C 2.5567 3.1703 4.2165 0.0 0.1 0.0 -0.905
O 3.3872 0.9107 -1.1116 0.1 -0.1 0.0 -0.850
O -1.5611 -6.0593 -0.6216 0.0 -0.1 0.1 -0.483
H 4.6188 3.5421 -1.7703 0.0 0.0 0.0 0.223
F 5.4192 -0.6557 -2.3194 0.0 0.0 0.0 -0.227
O 4.9109 1.4307 0.7439 -0.1 0.0 0.1 -0.716
```
Positions in Å, forces in eV/Å.

E in Ha: -3294.31230
HOMO-LUMO gap (alpha / beta) in eV: 5.57 / 5.58
Energy relative to the best compared isomer or geometry (same formula, charge and spin) in kcal/mol: 36.3
Lowest unoccupied orbital energy (alpha / beta) in eV: -1.11 / -1.12
HOMO (alpha / beta) in Eh: -0.2457 / -0.2461
M in g mol⁻¹: 920.0



Here is a 2-piece molecular cluster, CHN3O2 overall in a non-equilibrium geometry from the Open Molecules 2025 dataset. Energies are from ωB97M-V/def2-TZVPD.

Structure (XYZ):
```
7
Properties=species:S:1:pos:R:3:forces:R:3:nbo_charge:R:1
O -0.0989 -2.2594 -0.8265 0.4 0.8 0.3 -0.488
N -0.9575 0.9129 0.4223 -0.1 -1.0 -0.2 0.243
H 0.8805 1.5061 0.5787 -0.5 -0.5 -0.3 0.400
N -0.0920 1.6819 0.8251 -0.6 0.7 0.4 -0.559
N -1.8320 0.2428 0.1477 1.1 1.1 0.3 -0.081
O 1.4328 -0.6158 -0.2071 -0.7 -0.4 -0.2 -0.543
C 0.6326 -1.4133 -0.5082 0.5 -0.6 -0.2 1.029
```
Positions in Å, forces in eV/Å.

E in Ha: -353.42746
HOMO-LUMO gap in eV: 10.67
Energy relative to the best compared isomer or geometry (same formula, charge and spin) in kcal/mol: 3.6
Lowest unoccupied orbital energy in eV: 0.42
HOMO in Eh: -0.3769
M in g mol⁻¹: 87.0



Here is C10H26CrN5O6 as an isolated structure in a non-equilibrium geometry from the Open Molecules 2025 dataset. Energies are from ωB97M-V/def2-TZVPD.

Structure (XYZ):
```
48
Properties=species:S:1:pos:R:3:forces:R:3:nbo_charge:R:1
H -0.9307 1.4509 3.8259 -0.1 -0.2 0.0 0.188
H 0.9233 -0.2547 3.1353 0.3 -0.5 -0.1 0.379
H 4.1228 -1.2287 1.5035 -0.1 -0.2 -0.7 0.214
H 3.2935 2.8166 -3.8714 0.3 0.6 -0.4 0.234
O -0.9959 -2.7095 0.4528 0.7 1.4 -0.3 -0.742
H 1.5082 2.4052 2.2555 0.3 0.5 0.7 0.224
O -0.9243 1.7447 1.7583 2.4 -1.6 0.7 -0.610
H -4.0167 0.9175 -4.1866 -0.5 0.8 0.1 0.393
H -0.5933 3.0984 3.3007 0.1 0.1 0.0 0.209
H 2.6156 -1.9247 2.1459 0.0 -0.3 -0.2 0.186
C -3.1732 0.0895 -2.6818 -2.0 -1.0 -2.1 0.776
O 2.3562 -1.0639 0.2714 -0.3 0.4 0.2 -0.621
H -2.3507 -5.4545 -0.3483 0.0 0.3 0.4 0.403
H -4.0420 -1.2489 -3.9971 0.4 -0.1 0.3 0.407
H -2.6459 -4.9423 1.7781 -0.1 0.3 0.7 0.391
H -1.9001 3.3956 1.3101 -0.6 0.3 -0.2 0.185
O 1.5926 2.7662 -1.4516 -0.4 2.0 2.8 -0.756
C 1.8071 2.3835 -2.5917 -0.8 -0.8 -1.0 0.763
H 2.3155 4.2896 -3.3694 0.4 0.0 -0.3 0.228
H -2.6897 1.8523 0.8014 -0.1 0.1 0.1 0.207
H 3.5493 -2.5956 -0.3887 0.6 0.4 -0.1 0.191
H -1.4156 -4.2881 -1.1728 -0.3 -0.3 -0.2 0.404
H 3.5626 -1.0207 -1.4241 0.6 -0.1 0.5 0.214
N -1.9956 -4.5094 -0.3761 0.1 -1.0 -3.1 -0.829
N -2.1889 -4.0416 1.7696 -1.6 -1.4 3.0 -0.800
H 3.3535 1.0850 2.0737 -0.7 0.1 -1.3 0.241
O 1.6090 1.1771 -2.8270 -0.4 -2.5 -0.9 -0.722
H 1.5501 1.7377 4.0101 0.1 1.0 0.1 0.208
H 1.7629 3.1844 -4.6784 -0.2 -0.2 0.3 0.234
H -2.6452 2.3597 2.5408 -0.6 0.0 -0.2 0.178
N 1.3262 0.3966 2.4769 -2.1 1.8 -2.3 -0.674
H -3.9175 1.8933 -2.7291 -0.1 0.1 -0.6 0.401
H 2.3078 -2.1588 -1.4768 -0.5 0.1 0.2 0.195
C -0.4061 2.0476 3.0797 0.4 -0.3 -0.8 -0.080
C 1.0740 1.7733 3.0302 0.0 -1.7 -1.0 -0.250
C -1.7041 -3.6928 0.6196 1.4 1.2 -0.2 0.765
H -2.6169 -1.7385 -3.0419 -0.5 -0.3 -0.5 0.402
C 2.3084 3.2639 -3.7381 0.1 -0.3 1.2 -0.723
C 2.7374 0.2037 2.2525 0.9 -1.8 2.6 -0.271
N -4.0015 0.9932 -3.1795 -1.2 2.2 -0.7 -0.828
C 3.0288 -1.7237 -0.7847 -0.6 -0.7 -1.0 -0.262
H 3.0348 0.0699 3.2926 1.1 -0.6 0.3 0.189
C -2.1270 2.3647 1.5819 -1.5 1.2 -0.3 -0.250
H -2.0078 -3.5551 2.6360 0.0 -0.1 -0.4 0.414
C 3.0377 -1.1297 1.5312 -0.8 2.1 0.6 -0.068
O -2.4415 0.2545 -1.7796 3.5 0.8 4.3 -0.711
Cr 0.2719 0.3328 -0.0231 1.5 0.5 0.3 1.611
N -3.3190 -1.0661 -3.3160 0.9 -2.4 -0.5 -0.835
```
Positions in Å, forces in eV/Å.

E in Ha: -2166.02018
HOMO-LUMO gap (alpha / beta) in eV: 4.76 / 8.03
Net charge: +1
Lowest unoccupied orbital energy (alpha / beta) in eV: -5.35 / -2.93
Multiplicity: 5
HOMO (alpha / beta) in Eh: -0.3715 / -0.4028
M in g mol⁻¹: 364.3